[1]
DFT (ωB97M-V/def2-TZVPD) results for a cluster of 10 separate species, C29H50BrF8O38PS9 in total in a non-equilibrium geometry.

```
136
C29H50BrF8O38PS9 ωB97M-V/def2-TZVPD
C -4.55886 -0.73690 2.70301
C -5.05240 -0.18989 1.35294
P -3.73696 -0.01665 0.06545
C -4.30140 1.41255 -0.95837
C -3.88314 2.78375 -0.45831
O -2.61667 3.05926 -1.03932
C -2.22815 4.38615 -0.94428
C -1.87499 4.84296 0.48324
F -1.71890 3.79127 1.33799
F -2.89508 5.62583 0.96070
C -0.56667 5.64395 0.53230
F -0.72503 6.76431 -0.19920
F 0.37821 4.87033 -0.06955
C -0.02246 5.98516 1.94785
F 0.79720 7.05687 1.80233
F 0.70532 4.95311 2.40848
C -1.09247 6.33407 2.99573
F -1.61215 7.55499 2.69800
F -0.49264 6.39148 4.20012
C -2.20268 0.56869 0.92853
C -1.21046 -0.54551 0.96733
O -1.09271 -1.38954 1.81758
Br -0.02899 -0.48815 -0.59988
H -3.48437 -0.70459 2.82318
H -4.86709 -1.76617 2.82556
H -5.00884 -0.16730 3.50525
H -5.56854 0.75532 1.49278
H -5.77449 -0.87469 0.93191
H -5.37817 1.34431 -1.05410
H -3.86012 1.24581 -1.93281
H -3.81192 2.74995 0.62718
H -4.60742 3.55644 -0.70252
H -3.02821 5.04587 -1.27488
H -1.39572 4.52796 -1.61913
H -1.90129 5.61501 3.04016
H -1.75091 1.37404 0.36426
H -2.38953 0.94604 1.92866
O -0.58961 -1.31623 -4.82140
S 0.73581 -0.81540 -4.81246
O 1.02630 0.50382 -5.24714
O 1.67173 -1.85469 -5.58815
C 2.74706 -2.28936 -4.73912
C 2.17745 -2.20853 -3.34112
O 1.37529 -1.01175 -3.36211
H 3.58784 -1.60500 -4.87240
H 3.04691 -3.29688 -5.00824
H 2.94401 -2.12018 -2.57497
H 1.53306 -3.05234 -3.11961
O -6.06962 10.25191 -0.31835
S -5.41955 8.99702 -0.23044
O -5.72126 7.93347 -1.11648
O -5.55409 8.47342 1.28298
C -4.25279 8.22269 1.84183
C -3.34607 9.20263 1.12898
O -3.83594 9.21438 -0.22061
H -3.97850 7.18806 1.63031
H -4.27930 8.38154 2.91590
H -2.30457 8.89508 1.13865
H -3.43745 10.20974 1.54040
O 1.47106 -5.24349 -3.69164
S 2.42320 -6.29613 -3.61474
O 2.42857 -7.35774 -4.55295
O 2.38655 -6.87248 -2.13094
C 3.69395 -6.76378 -1.52127
C 4.31856 -5.56125 -2.18809
O 3.88811 -5.66145 -3.56358
H 4.25123 -7.67281 -1.73183
H 3.58995 -6.63612 -0.44771
H 5.40230 -5.57265 -2.13448
H 3.93958 -4.62812 -1.78118
O 5.29568 4.12019 -1.49367
S 4.68484 3.72633 -2.71084
O 5.45497 3.30638 -3.82188
O 3.68250 4.89311 -3.16400
C 2.35327 4.37674 -3.31703
C 2.28103 3.23121 -2.33115
O 3.57377 2.61445 -2.41472
H 2.22890 4.03015 -4.34452
H 1.62980 5.15932 -3.10446
H 1.51078 2.50638 -2.58080
H 2.13425 3.58727 -1.31039
O 5.96144 -3.30245 1.03532
S 4.59584 -3.64988 1.17760
O 3.66646 -3.44078 0.12533
O 4.03594 -2.97536 2.50896
C 3.49215 -3.97465 3.38595
C 4.29501 -5.22065 3.07949
O 4.47954 -5.17398 1.64867
H 2.43430 -4.10371 3.14889
H 3.59906 -3.65239 4.41766
H 3.77691 -6.13394 3.35717
H 5.27161 -5.19079 3.55435
O -6.39493 3.69976 3.39010
S -6.89787 3.96445 2.09131
O -6.53895 3.15177 0.98735
O -6.56851 5.48590 1.73837
C -7.77065 6.19265 1.41906
C -8.85270 5.49246 2.21318
O -8.49070 4.09974 2.13594
H -7.94923 6.10571 0.34579
H -7.66232 7.23873 1.68350
H -9.84595 5.64491 1.80307
H -8.83991 5.79218 3.26307
O 8.29425 -8.63125 -0.35204
S 7.39242 -8.86833 -1.41551
O 6.34883 -7.95270 -1.71778
O 6.77107 -10.33106 -1.24067
C 7.01444 -11.12090 -2.41542
C 8.31025 -10.56931 -2.97278
O 8.20416 -9.15353 -2.76123
H 6.18439 -10.97800 -3.10941
H 7.08676 -12.16906 -2.14123
H 8.43371 -10.77243 -4.03197
H 9.17722 -10.93968 -2.42255
O 6.36665 -3.39519 7.14764
S 6.69863 -3.02606 5.82137
O 6.69764 -3.97634 4.76823
O 8.09314 -2.25051 5.83802
C 7.94779 -0.95000 5.24311
C 6.51058 -0.56672 5.52910
O 5.78615 -1.79543 5.36455
H 8.13642 -1.03494 4.17179
H 8.66179 -0.26398 5.68868
H 6.12734 0.17913 4.83969
H 6.38124 -0.22131 6.55655
O -8.11901 -1.41542 -1.15782
S -7.09435 -1.73411 -2.08530
O -6.57358 -0.76092 -2.97195
O -7.54889 -3.02879 -2.91088
C -6.57517 -4.07428 -2.77242
C -5.96634 -3.84019 -1.40536
O -5.87408 -2.41395 -1.30820
H -5.83364 -3.96718 -3.56581
H -7.06359 -5.04089 -2.85444
H -4.97763 -4.27727 -1.30273
H -6.61595 -4.20406 -0.60613
```

Calculated values
Frontier orbital gap   0.3042 Ha
Highest occupied orbital energy   -8.02 eV


[2]
DFT (ωB97M-V/def2-TZVPD) results for a structure of composition C24H43As3Cl2IrN2OS in a non-equilibrium geometry.

```
77
C24H43As3Cl2IrN2OS ωB97M-V/def2-TZVPD
Ir 0.33897 0.19633 -1.18661
C -0.68445 -3.21997 -1.73997
As -0.32238 -1.97587 -0.30486
C 0.92768 -2.97245 0.77450
C -2.00258 -2.09108 0.62753
C -2.24633 -1.30866 1.92020
C -3.64221 -1.74543 2.40765
C -2.34953 0.18121 1.59118
As -1.08516 1.17787 0.47844
C -0.28818 2.48940 1.64235
C -2.38369 2.32064 -0.38481
C -1.26744 -1.62154 3.06855
As 0.43185 -0.61890 3.15823
C 1.41869 -1.89595 4.25124
C -0.06698 0.57215 4.62329
H -0.93220 -4.18792 -1.30594
H 0.17608 -3.33860 -2.39683
H -1.52475 -2.85132 -2.32232
H 0.33086 -3.64218 1.39222
H 1.53339 -2.32032 1.39576
H 1.56729 -3.57092 0.13560
H -2.11271 -3.16316 0.81270
H -2.74891 -1.82422 -0.12623
H -4.39099 -1.67052 1.61463
H -3.96813 -1.12287 3.24241
H -3.61569 -2.77937 2.75390
H -2.41250 0.78315 2.50032
H -3.28155 0.33780 1.04165
H -1.04154 2.70887 2.39803
H -0.08935 3.39658 1.08362
H 0.62124 2.12311 2.10875
H -2.86377 2.87591 0.42135
H -3.13916 1.74665 -0.90730
H -1.92032 3.02186 -1.07498
H -1.04039 -2.68954 3.08244
H -1.77483 -1.41476 4.01227
H 1.74959 -2.75366 3.66714
H 0.79370 -2.24535 5.07236
H 2.29155 -1.39402 4.66546
H -0.87234 1.24807 4.33670
H 0.80076 1.16556 4.90914
H -0.39199 -0.01071 5.48433
C 4.05164 -1.96145 -0.82595
C 4.94165 -1.03003 -0.31815
C 4.49898 0.26244 -0.10427
C 3.17421 0.57718 -0.35131
N 2.28625 -0.34933 -0.76396
C 2.74472 -1.58460 -1.04090
C 2.66194 1.95341 -0.36288
C 3.37972 3.04726 0.08834
C 2.87060 4.32019 -0.11073
C 1.66083 4.46102 -0.76885
C 0.97921 3.32461 -1.15413
N 1.44886 2.08251 -0.94554
H 4.36176 -2.96981 -1.06356
H 5.97582 -1.29256 -0.13775
H 5.19452 1.02770 0.20736
H 2.04402 -2.27993 -1.46909
H 4.33312 2.91435 0.57890
H 3.41974 5.18770 0.23143
H 1.24241 5.43606 -0.97999
H 0.03253 3.39636 -1.66471
C -3.97404 -0.07079 -2.88714
S -2.36893 0.63548 -3.12853
C -2.01258 -0.03667 -4.72912
O -1.53951 -0.16986 -2.05420
H -3.91304 -1.15302 -2.99800
H -4.63619 0.36019 -3.64064
H -4.32657 0.20713 -1.89534
H -2.70892 0.44643 -5.41861
H -2.15409 -1.11719 -4.72724
H -1.00109 0.23739 -5.00103
Cl 0.69474 2.54534 -4.42008
C 1.90773 1.29540 -4.35294
Cl 1.28283 -0.20748 -3.53237
H 2.79323 1.62188 -3.82166
H 2.13227 0.96680 -5.36143
```

Calculated values
Total charge   +3
Frontier orbital gap   0.2565 Ha
Relative energy (zero: lowest compared OMol25 entry of this formula, charge and spin)   1.452 eV
Highest occupied orbital energy   -16.06 eV


[3]
DFT (ωB97M-V/def2-TZVPD) results for a structure of composition C4H6O2.

```
12
C4H6O2 ωB97M-V/def2-TZVPD
O 2.28885 -0.55756 -0.35266
C 0.95129 -0.55538 -0.29103
C -0.78276 -0.26094 0.97116
C -1.26325 0.25751 -0.33391
C 0.21469 0.66457 -0.43576
O 0.69226 1.78870 -0.28253
H 2.60194 0.36643 -0.36813
H 0.53320 -1.51650 -0.56206
H -0.96965 -1.28482 1.27875
H -0.77675 0.47674 1.77340
H -1.90145 1.13656 -0.36220
H -1.58837 -0.51530 -1.03504
```

Calculated values
Frontier orbital gap   0.3526 Ha
Relative energy (zero: lowest compared OMol25 entry of this formula, charge and spin)   2.874 eV
Highest occupied orbital energy   -8.83 eV


| no. | molecular weight (g mol⁻¹) |
| --- | --- |
| 1 | 1558.1 |
| 2 | 895.6 |
| 3 | 86.1 |